# 1
{"formula": "C46H50N2O7Se2W", "method": "wB97M-V/def2-TZVPD", "homo_lumo_gap_ev": [5.50, 5.50], "multiplicity": 1, "lumo_energy_ev": [-2.1943, -2.1948], "charge": 0, "symbols": ["W", "O", "C", "C", "C", "O", "C", "Se", "C", "Se", "H", "H", "H", "H", "H", "H", "H", "H", "H", "H", "C", "C", "C", "C", "C", "C", "C", "C", "C", "C", "C", "C", "N", "C", "C", "N", "C", "C", "C", "C", "C", "C", "C", "C", "C", "C", "C", "C", "C", "C", "C", "C", "C", "C", "C", "C", "C", "C", "H", "H", "H", "H", "H", "H", "H", "H", "H", "H", "H", "H", "H", "H", "H", "H", "H", "H", "H", "H", "H", "H", "H", "H", "H", "H", "H", "H", "H", "H", "H", "H", "H", "H", "H", "H", "H", "H", "H", "H", "O", "C", "C", "O", "C", "C", "O", "C", "O", "O"], "xyz": [[0.5949, 0.3690, -0.3179], [-1.4068, -3.4175, -2.3590], [-0.9839, -3.0364, -3.6487], [0.3170, -2.1913, -3.6796], [0.9635, -2.3849, -5.0736], [0.1193, -2.0277, -6.1503], [1.3045, -2.7216, -2.6348], [1.9459, -1.5236, -1.1513], [0.0074, -0.7015, -3.5699], [-1.1300, -0.2162, -2.0225], [-1.7789, -2.6418, -1.9166], [-1.7725, -2.4725, -4.1611], [-0.8042, -3.9727, -4.1860], [1.2950, -3.4272, -5.1654], [1.8392, -1.7386, -5.1608], [-0.6287, -2.6305, -6.1939], [2.2565, -2.9852, -3.0947], [0.9032, -3.5953, -2.1287], [-0.5562, -0.3808, -4.4438], [0.9213, -0.1132, -3.5170], [-4.4773, 2.2854, 1.4417], [-3.8140, 1.8066, 0.1392], [-3.4767, 0.3232, 0.2821], [-2.7347, 2.8115, -0.2928], [-3.2611, 3.9250, -0.9478], [-2.5042, 5.0332, -1.2541], [-1.1789, 5.0777, -0.8673], [-0.5825, 3.9939, -0.2392], [0.8480, 4.1853, 0.2436], [1.6834, 5.0097, -0.7447], [0.8665, 4.8941, 1.6061], [-1.3532, 2.8205, -0.0118], [-0.7169, 1.6476, 0.5496], [-0.8276, 1.5131, 1.9139], [-0.1910, 0.4205, 2.4550], [0.5068, -0.3762, 1.5811], [1.2325, -1.4597, 2.2230], [2.5368, -1.2435, 2.7033], [3.2455, -2.3366, 3.1932], [2.6707, -3.5856, 3.2749], [1.3338, -3.7466, 2.9564], [0.5796, -2.6950, 2.4548], [-0.9272, -2.8681, 2.2774], [-1.3285, -3.1069, 0.8216], [-1.4823, -4.0031, 3.1355], [3.1971, 0.1212, 2.7744], [3.2983, 0.6158, 4.2243], [4.5930, 0.0898, 2.1513], [-0.4010, 0.3995, 3.9033], [-0.0635, -0.4122, 4.9561], [-0.4491, -0.0212, 6.2616], [-1.1330, 1.1396, 6.5190], [-1.5003, 1.9979, 5.4497], [-2.1665, 3.2485, 5.5360], [-2.4194, 3.9700, 4.3973], [-2.0550, 3.5174, 3.1060], [-1.4206, 2.3073, 2.9900], [-1.1412, 1.5789, 4.1757], [-5.4378, 1.7817, 1.5643], [-4.6572, 3.3614, 1.4254], [-3.8584, 2.0477, 2.3050], [-4.5811, 1.8704, -0.6370], [-2.5966, 0.1468, 0.8977], [-3.3341, -0.1306, -0.6924], [-4.3199, -0.1863, 0.7527], [-4.3162, 3.9284, -1.1958], [-2.9509, 5.8773, -1.7637], [-0.6017, 5.9736, -1.0519], [1.3168, 3.2224, 0.3905], [1.4522, 6.0716, -0.6430], [1.4926, 4.7221, -1.7789], [2.7480, 4.8897, -0.5379], [0.3401, 5.8489, 1.5378], [1.8975, 5.0875, 1.9093], [0.3894, 4.2946, 2.3777], [4.2624, -2.1953, 3.5356], [3.2469, -4.4292, 3.6332], [0.8683, -4.7092, 3.1159], [-1.3989, -1.9402, 2.6175], [-0.7824, -3.9502, 0.3970], [-1.1232, -2.2252, 0.2347], [-2.3991, -3.3164, 0.7517], [-1.1463, -4.9746, 2.7696], [-2.5720, -3.9942, 3.0970], [-1.1784, -3.8938, 4.1780], [2.5851, 0.8355, 2.2351], [3.8709, -0.0845, 4.8368], [2.3168, 0.7451, 4.6743], [3.8082, 1.5812, 4.2402], [5.2913, -0.4547, 2.7900], [4.9795, 1.1001, 2.0242], [4.5774, -0.3940, 1.1766], [0.4990, -1.3267, 4.8180], [-0.1725, -0.6648, 7.0871], [-1.3943, 1.4053, 7.5360], [-2.4585, 3.6354, 6.5047], [-2.9153, 4.9291, 4.4796], [-2.2719, 4.1336, 2.2430], [5.4622, 2.8143, -3.1699], [4.5182, 2.3619, -2.5999], [3.0693, 2.3466, -3.1150], [2.6845, 2.6945, -4.1985], [2.3175, 1.7931, -1.9884], [3.1156, 1.4309, -0.9335], [2.4687, 0.9210, 0.1009], [4.5312, 1.7308, -1.1919], [5.5063, 1.5565, -0.5142], [1.0316, 1.5780, -1.8140]], "forces_ev_per_a": [[-0.464, -0.947, -1.219], [-0.108, -0.107, 0.000], [0.148, 0.163, 0.060], [-0.200, 0.043, -0.059], [0.020, -0.078, 0.120], [-0.045, 0.086, -0.008], [-0.118, 0.280, 0.602], [0.148, -0.581, -0.426], [-0.134, 0.279, 0.283], [0.090, -0.412, 0.243], [0.098, -0.015, 0.001], [-0.014, -0.114, -0.073], [-0.059, 0.019, -0.015], [0.009, 0.026, -0.004], [0.021, -0.047, 0.031], [0.040, -0.075, -0.012], [0.043, 0.017, 0.042], [0.015, -0.037, -0.036], [-0.010, -0.032, -0.018], [-0.059, 0.057, 0.009], [-0.091, 0.011, -0.120], [0.086, -0.151, 0.188], [-0.033, 0.093, -0.068], [0.108, -0.147, -0.028], [-0.104, 0.079, 0.026], [-0.012, 0.121, -0.005], [-0.147, -0.062, 0.056], [-0.003, -0.444, 0.087], [-0.096, 0.230, -0.002], [0.013, -0.167, -0.009], [-0.016, -0.104, -0.072], [-0.192, 0.449, -0.298], [0.526, 0.697, 1.007], [0.076, -0.221, -0.343], [0.097, -0.193, -0.342], [-0.634, 0.236, 0.547], [0.225, -0.439, 0.248], [-0.311, 0.142, -0.230], [0.012, -0.047, 0.091], [0.077, -0.084, 0.069], [-0.007, -0.006, -0.085], [-0.086, 0.378, -0.188], [0.056, -0.105, -0.170], [-0.046, -0.015, 0.232], [-0.001, 0.162, 0.128], [0.086, -0.043, 0.170], [-0.016, -0.070, -0.107], [-0.104, 0.037, -0.020], [-0.023, -0.052, 0.365], [0.001, 0.016, -0.203], [-0.022, 0.005, 0.182], [-0.005, -0.020, 0.006], [0.045, -0.040, -0.156], [-0.013, -0.027, 0.012], [-0.072, 0.105, 0.109], [0.197, -0.105, -0.059], [-0.114, 0.329, 0.209], [0.028, 0.013, -0.104], [-0.001, -0.014, 0.008], [-0.008, 0.001, 0.054], [-0.104, 0.002, -0.033], [0.042, 0.027, -0.029], [-0.053, -0.106, 0.032], [0.074, -0.127, -0.024], [-0.009, 0.015, 0.015], [-0.004, -0.060, -0.004], [-0.015, -0.016, -0.008], [-0.010, -0.043, -0.006], [0.133, -0.369, -0.072], [0.064, -0.003, -0.047], [0.042, -0.041, -0.043], [0.003, 0.008, 0.039], [0.019, 0.015, 0.025], [-0.016, 0.015, 0.011], [-0.017, -0.012, 0.072], [-0.001, 0.013, -0.026], [-0.005, 0.010, 0.029], [0.024, 0.032, 0.001], [-0.014, 0.001, -0.042], [0.000, -0.007, -0.025], [0.122, 0.200, -0.329], [0.028, -0.015, -0.002], [-0.056, -0.017, 0.031], [-0.002, 0.003, -0.026], [-0.014, -0.085, 0.018], [0.023, 0.006, -0.003], [0.005, 0.019, 0.016], [-0.057, -0.001, 0.070], [0.023, -0.015, 0.031], [0.011, 0.004, 0.001], [0.014, -0.017, -0.021], [0.055, 0.035, -0.048], [0.010, 0.009, 0.000], [-0.018, 0.009, 0.003], [0.014, -0.004, 0.005], [-0.019, 0.006, -0.009], [-0.003, -0.011, 0.012], [-0.015, -0.012, -0.003], [0.045, -0.022, -0.022], [0.113, 0.066, -0.081], [-0.239, 0.078, -0.169], [0.010, 0.032, -0.004], [0.235, 0.086, 0.742], [-0.387, 0.071, -0.518], [0.575, 0.368, 0.241], [0.101, -0.060, 0.268], [0.003, 0.041, -0.030], [0.372, 0.799, -0.744]]}



# 2
{"formula": "C46H51N4O10", "method": "wB97M-V/def2-TZVPD", "homo_lumo_gap_ev": 7.62, "multiplicity": 1, "lumo_energy_ev": -2.3411, "charge": 1, "symbols": ["C", "C", "N", "C", "C", "N", "C", "C", "H", "H", "H", "H", "H", "H", "H", "H", "H", "H", "H", "N", "C", "C", "C", "C", "C", "H", "H", "H", "H", "H", "N", "C", "C", "C", "C", "C", "H", "H", "H", "H", "H", "C", "C", "C", "C", "C", "C", "O", "O", "H", "H", "H", "H", "H", "H", "C", "C", "C", "C", "C", "C", "O", "O", "H", "H", "H", "H", "H", "H", "C", "C", "C", "C", "C", "C", "O", "O", "H", "H", "H", "H", "H", "H", "C", "C", "C", "C", "C", "C", "O", "O", "H", "H", "H", "H", "H", "H", "C", "C", "C", "C", "C", "C", "O", "O", "H", "H", "H", "H", "H", "H"], "xyz": [[1.1272, -1.5609, 0.3876], [0.1772, -1.4559, -0.8974], [0.0062, -0.0109, -1.3864], [-1.1668, 0.6051, -1.4084], [-0.9378, 1.8541, -1.8874], [0.5282, 2.0631, -2.0324], [1.0932, 0.8161, -1.7544], [1.0832, 3.3551, -2.3294], [0.7722, -2.6059, 0.8596], [0.9652, -0.7409, 1.0846], [2.0662, -1.3469, 0.0376], [-0.7708, -1.6989, -0.5524], [0.3932, -2.1169, -1.7274], [-2.0958, 0.1501, -1.1964], [-1.6758, 2.6201, -1.9314], [2.0152, 0.5411, -1.7904], [0.9952, 3.4211, -3.4294], [2.0332, 3.5331, -2.0214], [0.5742, 4.1331, -1.9294], [4.4462, -0.0789, -0.1054], [5.1352, 0.9531, -0.4594], [6.5722, 1.0311, -0.3524], [7.2622, -0.0289, 0.2916], [6.5942, -1.2529, 0.6456], [5.1972, -1.1569, 0.3856], [4.6102, 1.6891, -1.0954], [7.0752, 2.0361, -0.5544], [8.2602, -0.0719, 0.6516], [7.0022, -2.1369, 0.9686], [4.6942, -1.9989, 0.5306], [-0.1298, 3.2701, 1.4076], [0.9442, 2.4641, 1.5286], [2.2532, 2.8791, 1.3346], [2.5092, 4.1731, 0.9566], [1.4672, 5.0671, 0.6626], [0.1362, 4.5891, 0.9106], [0.9412, 1.4431, 1.7236], [3.2622, 2.2761, 1.3486], [3.5702, 4.3711, 0.8766], [1.4632, 6.1521, 0.3986], [-0.6908, 5.4541, 1.0896], [0.0962, 8.1121, -2.3894], [0.7162, 6.9901, -3.2754], [2.0882, 7.0951, -3.5154], [2.6782, 8.1471, -3.0254], [2.1762, 9.2101, -2.2904], [0.8472, 9.1331, -1.9124], [0.2352, 10.2281, -1.1564], [2.6932, 6.0071, -4.2934], [-1.0468, 8.0531, -2.2064], [0.1412, 6.0231, -3.7194], [3.8452, 8.3381, -3.5204], [2.7252, 10.0971, -1.9454], [-0.6788, 10.5271, -1.5054], [3.5472, 6.2341, -4.6724], [-3.3038, 0.8521, 1.7856], [-3.4958, -0.5809, 2.5026], [-4.3228, -1.5049, 1.8846], [-4.9868, -1.3109, 0.6876], [-4.7998, -0.0649, 0.0036], [-4.0268, 0.9571, 0.5366], [-4.0488, 2.1651, -0.1524], [-4.3678, -2.8019, 2.5076], [-2.8578, 1.7651, 2.2716], [-3.0208, -0.8309, 3.4126], [-5.4278, -2.2659, 0.3216], [-5.2418, 0.3241, -0.9794], [-4.2018, 1.9051, -1.1284], [-5.2398, -2.9589, 2.8646], [1.1792, -2.1949, 4.1786], [1.6882, -3.6079, 4.0896], [2.9892, -3.6969, 3.6366], [3.7852, -2.5819, 3.1526], [3.2352, -1.2809, 3.2966], [1.9412, -1.1499, 3.8086], [1.4512, 0.1871, 3.9156], [3.5882, -4.8819, 3.6546], [0.2752, -2.0459, 4.5486], [1.2202, -4.5599, 4.4756], [4.8152, -2.7189, 2.8866], [3.7942, -0.4579, 2.9116], [0.5302, 0.3331, 4.4256], [2.9462, -5.4529, 3.8466], [-0.3658, -6.9679, 1.0346], [-0.3868, -5.4439, 1.0436], [-1.6388, -4.8589, 1.3686], [-2.7008, -5.6379, 1.7016], [-2.6598, -7.0759, 1.6646], [-1.5408, -7.7049, 1.3176], [-1.3838, -9.0379, 1.2416], [-1.8118, -3.5069, 1.4996], [0.4932, -7.5099, 0.8866], [0.4602, -4.9809, 0.7606], [-3.7708, -5.3039, 2.0406], [-3.5258, -7.5899, 1.9416], [-2.1078, -9.4159, 1.8366], [-2.5308, -3.1419, 1.4886], [-4.9578, -1.8359, -3.4534], [-5.6288, -2.9399, -2.6104], [-4.8168, -3.9609, -2.1004], [-3.4968, -3.9999, -2.3534], [-2.8678, -2.9929, -3.1294], [-3.6508, -1.8339, -3.6114], [-2.9788, -0.7709, -4.1034], [-5.2868, -5.0109, -1.2384], [-5.6608, -1.0219, -3.5224], [-6.5428, -2.8869, -2.6884], [-2.8968, -4.8709, -1.7644], [-1.8798, -3.0029, -3.2884], [-3.4758, -0.1409, -3.9314], [-6.3028, -4.9709, -1.1884]], "forces_ev_per_a": [[-4.038, -1.730, -0.614], [1.287, 1.883, 1.184], [4.760, -1.671, 0.033], [0.630, 1.994, -1.494], [2.556, 0.588, 0.646], [-3.104, -4.018, 1.814], [-10.132, 2.987, 0.653], [-0.859, -1.973, -3.835], [1.677, 2.401, -0.841], [-0.750, -0.160, 0.161], [2.906, -0.702, -0.430], [-1.956, -0.512, 0.443], [0.517, 0.090, -0.095], [-0.568, -0.538, 0.361], [0.158, 0.768, -0.262], [5.699, -1.575, -0.094], [0.485, 0.456, 0.407], [3.074, -0.311, 0.816], [-2.254, 1.952, 1.450], [0.939, -3.050, 1.068], [2.475, 0.985, -1.657], [0.174, 0.506, 1.450], [-1.430, -0.962, 0.287], [-3.803, 5.143, -2.744], [2.330, 3.110, -0.582], [0.242, 0.090, 0.835], [-0.628, -1.754, 0.082], [1.129, 0.986, -0.497], [1.134, -1.688, 0.861], [-2.672, -3.286, 0.745], [1.072, 2.159, -1.312], [0.451, 1.764, -0.980], [2.333, -0.056, -0.617], [0.130, 0.875, -0.716], [-2.339, -0.186, 0.761], [0.080, -0.261, 2.588], [-1.448, -1.732, 0.820], [-2.694, 0.404, 0.526], [-0.091, 0.808, -0.240], [0.840, -1.124, 0.098], [1.624, -2.666, -0.967], [-1.752, -4.629, -2.597], [-1.968, 0.525, 1.475], [-3.010, -5.065, -2.271], [7.635, 4.937, -0.816], [-0.138, 0.059, 0.720], [-1.655, 2.375, 0.535], [-0.424, -0.974, -1.538], [-1.363, 1.743, 1.518], [2.195, 0.114, -0.247], [1.103, 2.813, 1.270], [-3.168, -0.597, 1.852], [0.116, -0.654, -0.527], [2.335, -1.235, 0.493], [0.057, 0.496, 0.203], [-2.107, -3.525, 0.445], [-0.250, 4.730, -3.470], [0.819, -0.548, 1.496], [0.534, 0.606, -1.548], [-0.771, -1.035, -0.417], [1.133, 0.462, 2.514], [0.334, -1.073, -1.922], [0.284, 1.322, -0.779], [-0.190, -1.410, -0.644], [0.464, 0.023, 0.773], [-0.131, 1.318, -0.283], [0.053, -1.650, 1.336], [0.164, 0.932, 2.286], [-0.418, 0.002, 0.092], [3.632, -4.823, -1.134], [-0.093, 3.010, 0.204], [0.517, 1.958, -0.622], [-2.600, 0.833, 1.767], [0.518, -2.526, -0.609], [-0.433, 2.211, 0.110], [-2.116, -0.066, 1.106], [4.548, 2.174, -1.463], [-4.044, 0.658, 1.581], [0.019, 1.572, -0.438], [0.158, -0.201, -0.266], [0.170, 0.654, 0.117], [3.276, -1.226, -1.694], [-3.635, -4.265, 1.271], [-2.855, 5.036, 0.630], [-4.013, -5.868, 0.883], [0.262, 0.647, 0.223], [-3.418, -3.047, 0.873], [-0.704, 3.705, 0.204], [3.706, 0.713, -0.899], [-1.939, -1.814, 1.604], [14.735, -5.165, -0.404], [2.048, -0.894, -0.578], [2.620, 1.885, -0.671], [2.547, 0.200, -0.808], [-1.267, -0.823, 0.313], [1.495, 0.268, -1.375], [-12.972, 5.089, -0.104], [-4.324, -2.965, 3.764], [11.780, 0.880, -1.857], [-4.220, -0.212, 1.092], [4.695, -0.481, 0.127], [-5.293, 0.451, 1.061], [3.211, -3.054, 0.972], [7.497, -8.641, -2.533], [-1.855, 1.517, -1.063], [0.245, 0.454, -0.924], [-9.425, 0.122, 0.171], [-1.249, 2.213, -1.853], [3.566, -0.050, -0.572], [-6.944, 9.841, 1.936], [2.339, -0.026, -0.203]]}



We obtain relative energy (zero: lowest compared OMol25 entry of this formula, charge and spin) values of 56.7; 263.2 kJ/mol for the records listed above, in that order.
We obtain strongest force on any atom values of 1.61; 15.62 eV Å⁻¹ for the records listed above, in that order.